{"formula": "C54H64IrN4OP4SSe2", "method": "ωB97M-V with the def2-TZVPD basis set", "symbols": ["Ir", "C", "C", "C", "P", "C", "C", "C", "C", "C", "C", "C", "C", "C", "N", "C", "C", "C", "C", "C", "C", "P", "C", "C", "C", "C", "C", "C", "H", "H", "H", "H", "H", "H", "H", "H", "H", "H", "H", "H", "H", "H", "H", "H", "H", "H", "H", "H", "H", "H", "H", "H", "H", "H", "H", "H", "H", "H", "H", "H", "H", "H", "H", "H", "Se", "P", "C", "C", "C", "C", "C", "C", "C", "C", "C", "C", "C", "C", "C", "C", "N", "N", "N", "P", "Se", "C", "C", "C", "C", "C", "C", "C", "C", "C", "C", "C", "C", "H", "H", "H", "H", "H", "H", "H", "H", "H", "H", "H", "H", "H", "H", "H", "H", "H", "H", "H", "H", "O", "S", "C", "C", "C", "C", "H", "H", "H", "H", "H", "H", "H", "H"], "positions_angstrom": [[0.74703, 0.16770, -0.15105], [1.69335, -1.23160, -3.93268], [1.45013, 0.26717, -3.84392], [2.39024, 0.97751, -4.82383], [1.42303, 1.14794, -2.15418], [2.97073, 2.19320, -2.11568], [2.75329, 3.67838, -2.41500], [3.77563, 1.98254, -0.83679], [-0.06283, 2.15718, -2.52206], [-0.18642, 3.01738, -3.59922], [-1.37354, 3.70414, -3.83199], [-2.45969, 3.53942, -2.97428], [-2.37538, 2.67886, -1.90558], [-1.18452, 1.94802, -1.68127], [-1.02468, 1.08454, -0.63870], [-1.89383, 1.17548, 0.48707], [-3.21593, 0.76654, 0.48231], [-3.96625, 0.93998, 1.63808], [-3.38762, 1.48753, 2.77476], [-2.04405, 1.84754, 2.78099], [-1.27879, 1.69992, 1.63063], [0.49491, 2.08758, 1.33712], [1.30391, 2.15989, 2.99196], [2.83062, 2.06706, 2.92518], [0.90441, 3.36908, 3.85305], [0.46318, 3.78656, 0.57177], [1.76036, 4.58377, 0.74337], [-0.73241, 4.64508, 0.99379], [1.72706, -1.49706, -4.99162], [0.89694, -1.81333, -3.48475], [2.64899, -1.50804, -3.49758], [0.42534, 0.44285, -4.17402], [3.42823, 0.68605, -4.65445], [2.33153, 2.06522, -4.80775], [2.12371, 0.65289, -5.83004], [3.57519, 1.77994, -2.92278], [2.01387, 4.13384, -1.75836], [2.44605, 3.86246, -3.44170], [3.69723, 4.20414, -2.26648], [4.64954, 2.63629, -0.86248], [4.12421, 0.95683, -0.75227], [3.20498, 2.20178, 0.06356], [0.63799, 3.16595, -4.27976], [-1.44785, 4.37500, -4.67706], [-3.37522, 4.08732, -3.15029], [-3.22074, 2.55835, -1.24660], [-3.64117, 0.30972, -0.40188], [-5.00561, 0.63989, 1.65137], [-3.98045, 1.61928, 3.67040], [-1.61027, 2.23145, 3.69215], [0.92645, 1.25055, 3.46883], [3.26370, 2.94608, 2.44978], [3.18224, 1.18428, 2.39618], [3.22404, 2.02348, 3.94179], [1.50957, 4.23898, 3.60764], [1.10148, 3.13163, 4.89934], [-0.13826, 3.66100, 3.76802], [0.34824, 3.56782, -0.49272], [1.87758, 4.93928, 1.76414], [1.71086, 5.46739, 0.10462], [2.65438, 4.03239, 0.46515], [-0.63258, 4.99232, 2.02250], [-1.68507, 4.12600, 0.89813], [-0.76924, 5.52825, 0.35380], [2.91849, -5.88686, -2.50830], [0.89659, -5.47769, -2.11521], [0.20200, -6.39507, -0.71475], [0.73286, -7.64426, -0.41107], [0.19885, -8.38970, 0.63020], [-0.85562, -7.88501, 1.37748], [-1.38450, -6.63468, 1.07962], [-0.86347, -5.89040, 0.03108], [-0.20463, -5.75792, -3.51737], [-1.48791, -6.26830, -3.35135], [-2.30606, -6.44771, -4.45716], [-1.84804, -6.11404, -5.72261], [-0.56550, -5.60765, -5.88976], [0.25852, -5.43386, -4.79089], [0.59679, -3.73453, -1.69978], [1.38486, -2.72302, -1.15870], [0.56138, -1.63802, -1.10664], [-0.62613, -1.95335, -1.58514], [-0.62465, -3.20958, -1.94191], [3.00421, -2.58907, -0.41062], [2.75175, -0.85682, 0.91206], [4.37332, -2.26053, -1.53616], [4.43333, -2.77682, -2.82787], [5.54754, -2.53178, -3.61745], [6.61176, -1.79731, -3.11612], [6.56774, -1.30241, -1.81861], [5.45042, -1.52487, -1.03124], [3.39867, -4.02277, 0.57997], [2.37528, -4.63416, 1.29786], [2.65297, -5.73148, 2.09165], [3.95527, -6.20967, 2.17505], [4.97554, -5.59592, 1.46299], [4.70206, -4.50031, 0.65945], [1.56866, -8.02330, -0.98634], [0.60685, -9.36585, 0.85660], [-1.27313, -8.47002, 2.18678], [-2.22237, -6.25166, 1.64904], [-1.29742, -4.92934, -0.21957], [-1.85184, -6.53534, -2.36831], [-3.29996, -6.85494, -4.32880], [-2.48638, -6.26143, -6.58375], [-0.20306, -5.36414, -6.87966], [1.27270, -5.07457, -4.91746], [3.63407, -3.39972, -3.20510], [5.58745, -2.93350, -4.62122], [7.48340, -1.61864, -3.73197], [7.40483, -0.74567, -1.41914], [5.41874, -1.12933, -0.02385], [1.36055, -4.27455, 1.19514], [1.85432, -6.22769, 2.62731], [4.17334, -7.07095, 2.79272], [5.98544, -5.97822, 1.52068], [5.49425, -4.04203, 0.08226], [-0.28070, -1.08723, 1.32610], [-0.31350, -1.21677, 2.84703], [-1.98059, -1.72973, 3.27475], [-1.78776, -2.44980, 4.60672], [-0.46840, -3.26387, 4.53060], [0.27487, -2.87042, 3.24891], [-2.30121, -2.38906, 2.46464], [-2.63176, -0.86221, 3.32249], [-2.64546, -3.08658, 4.81254], [-1.73557, -1.72012, 5.41478], [-0.66858, -4.33348, 4.50573], [0.14789, -3.07721, 5.40736], [-0.02240, -3.48079, 2.39442], [1.35959, -2.86495, 3.32751]], "mulliken_spin": [0.073, 0.001, 0.008, 0.003, -0.025, 0.004, -0.006, -0.005, 0.140, -0.075, 0.176, -0.054, 0.180, -0.003, 0.481, -0.013, 0.034, -0.015, 0.021, -0.010, 0.024, 0.015, 0.003, 0.001, 0.000, 0.027, 0.003, -0.001, -0.001, 0.001, -0.001, -0.004, 0.001, 0.002, -0.001, 0.001, 0.002, 0.001, 0.000, 0.000, 0.002, 0.000, 0.013, 0.000, 0.002, -0.004, -0.005, 0.001, 0.000, 0.000, 0.001, 0.000, -0.001, 0.000, 0.000, 0.000, 0.000, -0.008, 0.000, 0.000, 0.000, 0.000, -0.005, 0.001, 0.000, 0.000, 0.000, 0.000, 0.000, 0.000, 0.000, 0.000, 0.000, 0.000, 0.000, 0.000, 0.000, 0.000, 0.000, -0.002, 0.017, -0.002, -0.001, 0.008, -0.005, 0.001, -0.001, 0.000, 0.000, 0.000, 0.000, 0.001, 0.003, 0.000, 0.000, -0.001, -0.002, 0.000, 0.000, 0.000, 0.000, 0.000, 0.000, 0.000, 0.000, 0.000, 0.000, -0.001, 0.000, 0.000, 0.000, 0.000, -0.001, 0.000, 0.000, 0.000, 0.000, -0.001, 0.000, -0.001, 0.000, 0.000, -0.001, 0.000, 0.000, 0.000, 0.000, 0.000, 0.000, 0.001, 0.000], "e_lumo_ev": [-4.548, -7.215], "multiplicity": 2, "e_tot_ev": -246557.570, "total_charge": 2, "gap_ev": [7.29, 4.62], "relative_energy_kj_mol": 33.54}